# 1
Entry from the OMol25 dataset: a cluster of 3 separate species, C5H15N2P2Si in total in a non-equilibrium geometry (the ωB97M-V functional and the def2-TZVPD basis).

Geometry as XYZ:
```
25
Properties=species:S:1:pos:R:3
C 0.292 2.708 1.305
C 0.631 1.677 0.793
C -1.153 -1.679 0.916
C -0.872 0.164 3.676
C 1.698 -1.194 2.154
N 0.679 0.095 -5.082
N -1.042 1.239 -3.755
Si -0.141 -0.852 2.204
P 0.994 -0.706 -1.961
P 0.017 0.042 -3.444
H 0.298 3.547 1.965
H 0.853 0.945 0.048
H -0.628 -1.712 -0.086
H -1.334 -2.711 1.279
H -2.115 -1.172 0.815
H -0.554 1.169 3.403
H -1.932 0.263 3.584
H -0.757 -0.073 4.705
H 2.461 -0.839 2.886
H 1.665 -2.272 2.178
H 2.069 -0.953 1.174
H 0.271 -0.286 -5.875
H 1.674 -0.109 -5.067
H -1.271 1.192 -4.680
H -1.804 1.517 -3.132
```

The LUMO energy comes out at -4.5 eV. The calculation puts the relative energy (zero: lowest compared OMol25 entry of this formula, charge and spin) at 93.85 kcal per mole. The value obtained for the HOMO-LUMO gap is 6.44 eV. For the largest force on an atom, the calculation gives 3.6 eV/Å. The charge is +1. The spin multiplicity is 1. The HOMO energy comes out at -10.936 eV.

Here are the natural (NBO) charges for atoms 1 to 5, given in e:
1. C -0.14
2. C -0.34
3. C -1.25
4. C -1.15
5. C -1.20


# 2
Entry from the OMol25 dataset: the ion C5H15N2S with charge +2 in a non-equilibrium geometry (the ωB97M-V functional and the def2-TZVPD basis).

Geometry as XYZ:
```
23
Properties=species:S:1:pos:R:3
C -0.404 -1.229 -0.007
N 0.789 -0.399 -0.267
C 1.020 -0.194 -1.688
C 2.437 0.378 -1.917
S 2.812 0.831 -3.624
C -1.573 -0.465 0.734
N -1.082 0.727 1.527
C -1.778 0.864 2.888
H -0.860 -1.695 -0.877
H -0.131 -2.010 0.703
H 1.533 -0.830 0.251
H 0.922 -1.114 -2.274
H 0.281 0.514 -2.068
H 2.592 1.257 -1.286
H 3.247 -0.326 -1.687
H 1.832 0.067 -4.181
H -2.389 -0.099 0.109
H -2.062 -1.177 1.392
H -0.102 0.594 1.677
H -1.296 1.555 0.976
H -1.033 0.736 3.666
H -2.172 1.869 3.018
H -2.583 0.146 2.935
```

The expectation value of S² is 0.7531. The LUMO energy (spin up / spin down) comes out at -6.8 / -11.8 eV. The calculation puts the relative energy (zero: lowest compared OMol25 entry of this formula, charge and spin) at 11.10 kcal per mole. The value obtained for the HOMO-LUMO gap (spin up / spin down) is 10.52 / 5.46 eV. For the largest force on an atom, the calculation gives 2.1 eV/Å. The charge is +2. The spin multiplicity is 2. The HOMO energy (spin up / spin down) comes out at -17.295 / -17.277 eV.

Here are the natural (NBO) charges for atoms 1 to 5, given in e:
1. C -0.25
2. N -0.66
3. C -0.22
4. C -0.60
5. S 0.77


- Number 1 is which compound?
  C5H15N2P2Si